75
Properties=species:S:1:pos:R:3:forces:R:3 method="wB97M-V/def2-TZVPD" charge=+1 orbital_gap_ev=8.642
Cl -0.40055 -3.12148 0.17399 0.3 -0.2 0.2
Cl 4.21725 3.39684 0.44175 0.2 -0.1 0.1
Cl -3.09784 2.11456 3.22781 0.0 0.0 -0.4
Cl 0.63981 -3.14780 -3.77052 0.0 0.3 0.0
Cl 1.69210 -5.06736 -1.84326 0.1 0.1 0.0
Cl -3.79238 -0.19258 4.87354 0.5 0.0 -0.7
Cl 3.59119 1.22286 -3.11383 -0.1 0.0 0.1
Cl 6.59329 3.88237 -2.80685 0.0 -0.1 0.1
Cl -3.16309 -8.19058 -9.86479 0.0 0.1 0.0
Cl 1.59214 -0.55888 2.38873 -0.2 0.1 0.1
Cl 3.14509 5.30678 -1.48268 0.0 0.0 0.0
Cl 5.38216 1.74024 -5.35950 -0.1 -0.5 -0.1
Cl 4.09967 -1.36879 3.63943 0.0 0.0 -0.2
Cl -4.35415 -1.76407 7.87878 -0.1 -0.1 0.1
Cl 1.27903 5.14475 3.07454 0.0 0.0 -0.2
Cl 0.06815 3.64225 5.26577 0.4 -0.3 -0.1
Cl -5.49764 3.93521 4.63280 -0.3 0.2 0.1
Cl -3.25023 -3.64743 -0.16043 0.1 -0.1 0.0
Cl -0.69871 -5.98872 -6.91824 0.1 0.2 0.0
Cl -2.66989 4.68799 4.88311 -0.5 0.7 0.5
Cl 5.66814 6.32181 -4.11107 0.0 0.0 0.0
Cl 0.35024 -7.91034 -4.99091 0.1 0.0 0.1
Cl -3.32674 -10.15330 -7.71286 0.0 0.0 0.1
Cl -5.20916 0.95703 7.24137 -0.6 0.4 0.8
F 1.12811 -0.29710 -0.56829 -0.3 0.8 -0.1
N -2.02596 -0.46800 1.52524 0.9 1.2 -1.3
N 0.52466 0.87235 -0.35003 -4.8 6.0 1.5
N -1.28746 2.37566 0.18280 5.5 -2.3 -1.5
C -4.35548 5.20600 5.08788 -0.1 0.3 0.0
C 3.27040 -1.05284 2.11452 0.5 -0.1 -0.1
C -0.07461 3.18859 0.01359 1.6 -3.7 -0.7
C -5.45332 -0.44417 8.29491 -0.1 -0.1 0.2
C -0.86416 1.04760 -0.05568 -1.3 -2.0 -0.5
C 1.03517 2.23139 -0.32730 -1.6 1.8 0.7
C -1.73301 -4.22990 0.53132 -0.3 -0.3 0.1
C -1.87316 -0.21375 0.04306 0.9 1.1 0.1
C -3.22383 1.47738 4.87695 0.2 -0.6 0.5
C 1.77987 -3.40954 -2.44563 0.2 0.0 0.1
C 0.23589 3.78600 3.51233 0.0 -0.2 -0.1
C 4.29416 5.05669 -0.16315 0.2 0.4 0.1
C 4.59964 0.49905 -4.37626 0.2 -0.3 -0.2
C 0.44126 -6.25108 -5.59273 0.1 0.1 0.2
C 5.61999 4.55513 -4.12128 -0.1 0.2 -0.2
C -3.06059 -8.45391 -8.11973 0.1 0.1 0.2
H -6.47900 -0.79150 8.18687 0.2 0.1 -0.1
H -2.87018 0.09008 -0.42112 1.4 -0.5 0.6
H -3.81877 -7.84899 -7.62578 0.0 -0.2 -0.1
H 1.54026 -2.72563 -1.63405 -0.1 -0.2 -0.1
H 1.45097 -6.05970 -5.95158 -0.2 -0.1 0.0
H -0.06999 4.30951 0.14393 0.2 -1.7 -0.2
H 4.05451 5.74099 0.64866 -0.1 -0.2 -0.1
H 3.79151 -0.25570 1.58685 -0.1 0.0 0.2
H -2.24223 1.51688 5.34640 -0.1 0.0 -0.2
H -1.04833 -0.49425 1.88225 -0.9 -0.4 0.0
H -1.42057 -1.11007 -0.51385 -0.8 1.6 0.9
H 2.12353 2.47336 -0.50991 -1.6 -0.3 0.3
H -2.07083 -8.15858 -7.77529 -0.2 -0.2 -0.1
H 0.20256 -5.56667 -4.78043 -0.1 -0.2 -0.2
H -0.74940 3.94220 3.07591 0.1 0.1 0.2
H 3.97359 -0.11763 -5.01849 0.0 0.2 0.1
H -5.27137 -0.14571 9.32547 0.1 0.0 -0.2
H 0.67111 2.86648 3.12277 0.1 0.1 0.1
H -4.51775 5.46541 6.13231 0.1 -0.2 -0.1
H -2.37413 0.44637 1.88616 0.0 -1.3 0.1
H -3.92484 2.08906 5.43673 0.1 0.0 -0.3
H -1.50219 -5.20601 0.10834 0.0 0.2 -0.1
H 6.01121 4.19665 -5.06953 0.1 0.2 0.2
H 2.78950 -3.21725 -2.80443 -0.2 -0.1 0.0
H -1.84374 -4.31140 1.61095 0.0 0.2 -0.1
H -4.53397 6.07723 4.46047 0.0 -0.2 0.0
H 3.27728 -1.96029 1.51300 -0.1 0.1 0.2
H 5.36611 -0.11531 -3.90750 -0.1 0.2 0.0
H 5.30103 5.25334 -0.52746 -0.2 -0.2 -0.1
H 4.58877 4.22868 -4.00038 0.2 0.1 0.1
H -2.24009 2.67157 0.42356 0.6 -0.3 -0.2



66
Properties=species:S:1:pos:R:3:forces:R:3 method="wB97M-V/def2-TZVPD" charge=-1 orbital_gap_ev="6.373 / 5.664" multiplicity=2 e_above_lowest_kj_mol=270.2
I -2.24980 -2.71253 -3.02661 -0.2 -0.1 -0.1
Te 2.60483 2.20816 2.62065 3.8 0.6 2.7
Cu 0.34165 -0.44238 -0.27592 0.5 1.4 0.7
S -0.61828 0.14793 2.65056 -0.5 -0.3 1.0
S -2.22860 -6.45766 2.83472 0.0 0.1 -0.1
Si 1.25866 2.65119 -0.18207 -0.9 0.4 -1.8
F 4.39512 2.83591 2.45167 -0.3 0.0 -0.2
F 3.60034 1.11258 3.93644 -1.1 -0.4 -0.2
F 2.43915 3.15832 4.32333 -0.5 -0.2 -0.4
F 3.50342 0.71883 1.50929 -0.7 0.3 -0.2
F 2.47707 4.15959 2.06267 -0.6 -0.5 -0.4
O -0.67208 1.51307 3.23121 0.0 0.1 -0.3
O 0.95987 1.13732 0.42203 -0.2 -0.6 -0.9
N 1.65698 -0.75180 -4.07428 0.0 0.0 -0.1
N 1.76282 -0.82473 -2.81073 0.0 -0.1 0.1
N -3.90364 -5.76943 0.95007 0.1 0.2 -0.3
N 0.60257 -0.45002 -2.23521 -0.2 -0.1 0.0
N 0.40728 -0.32466 -4.35099 0.0 0.1 0.2
N -0.61013 -2.01746 0.41959 -0.1 -0.6 -0.3
C -2.64430 -3.24195 0.55762 -0.1 -0.2 0.3
C -1.92660 -2.10626 0.23799 0.0 0.2 0.0
C -2.74556 -5.52025 1.58081 -0.1 -0.5 0.3
C 1.68028 1.74437 -6.02957 -0.1 0.0 -0.1
C -0.23901 -0.15291 -3.20613 0.3 0.0 0.1
C 0.21624 1.34079 -6.20284 0.1 0.1 0.3
C 0.06715 3.83112 0.67843 0.4 -0.1 0.2
C -0.02981 -0.09572 -5.71737 0.0 0.2 -0.4
C 3.06325 3.02257 -0.57082 0.0 -0.2 0.6
C -0.70982 2.33432 -5.50547 0.0 -0.1 -0.1
C 0.70589 -0.70798 3.54546 0.2 0.0 -0.3
C -1.97544 -0.76510 3.46539 0.1 0.0 -0.3
C -0.61318 -4.22857 1.31455 -0.1 -0.1 0.0
C 0.03576 -3.08118 0.92910 0.1 0.0 -0.1
C 0.56768 2.68049 -1.96795 0.1 -0.1 0.3
C -1.99364 -4.32448 1.12797 0.1 0.4 -0.1
H -0.45115 2.28567 -1.98009 -0.1 0.1 -0.1
H 1.86341 2.70128 -6.51984 0.0 0.0 0.0
H -0.59321 3.32832 -5.93882 0.0 0.0 0.0
H -4.12557 -5.32504 0.07234 0.0 0.0 0.0
H -0.47014 2.41051 -4.44461 0.0 0.0 0.0
H -1.24576 0.20286 -3.10412 0.0 -0.1 0.0
H -3.70967 -3.25483 0.38035 0.0 0.1 0.0
H 2.34710 0.99583 -6.46026 0.1 0.0 0.0
H -2.43131 -1.22840 -0.13838 0.0 0.0 -0.1
H 0.42662 -1.73300 3.78332 0.0 0.0 0.0
H 0.01185 3.57743 1.73561 -0.1 0.1 0.1
H -4.39278 -6.61221 1.19848 0.0 0.0 0.0
H -2.91592 -0.48762 2.99094 0.0 0.1 0.0
H -1.99197 -0.49349 4.51975 0.1 0.0 0.0
H 3.67388 3.20012 0.30924 0.2 0.1 -0.1
H 0.89390 -0.12858 4.44854 -0.1 0.0 0.0
H 1.60723 -0.69605 2.92887 0.1 0.0 0.1
H 3.48493 2.15714 -1.08870 -0.1 0.0 0.0
H 3.15311 3.89877 -1.21715 -0.2 0.0 0.0
H -1.75456 2.03347 -5.61406 0.0 0.1 0.0
H 0.55897 3.71584 -2.31779 -0.1 0.0 0.0
H 1.93473 1.85888 -4.97534 0.0 0.0 0.0
H -0.01647 1.34154 -7.27215 0.0 -0.1 0.0
H 1.10979 -2.98503 1.02911 0.0 0.0 0.0
H -1.80871 -1.83644 3.34173 -0.1 0.0 0.0
H -0.93402 3.72292 0.25067 0.1 -0.1 -0.1
H -1.09094 -0.33712 -5.77641 0.0 -0.2 0.1
H 0.38170 4.87211 0.60853 0.1 0.0 0.0
H -0.06860 -5.05392 1.74819 0.0 0.0 0.0
H 0.52837 -0.79494 -6.33705 0.0 -0.1 0.1
H 1.20226 2.08972 -2.62925 0.0 0.0 -0.1



53
Properties=species:S:1:pos:R:3:forces:R:3 method="wB97M-V/def2-TZVPD" charge=+2 orbital_gap_ev="8.518 / 6.857" multiplicity=5 e_above_lowest_kj_mol=138.5
Ru 4.51200 0.58697 -1.33139 0.1 0.9 -1.2
P -1.42992 1.96931 0.72349 -2.8 1.2 1.4
P -1.62427 -1.70792 -1.00223 -2.9 -0.6 -1.6
F 4.64070 -1.83160 0.18483 0.0 0.2 -1.4
F 3.67646 -1.98356 -1.81342 0.6 0.4 0.3
F 5.89341 -1.81521 -1.64520 -1.4 0.5 0.4
C 4.70509 -1.33292 -1.11477 0.5 -1.5 1.4
C 0.38342 -1.96179 -0.11483 2.1 -1.0 0.4
C 0.06188 -0.55322 2.00881 -0.4 -1.2 0.2
C -2.72863 -0.60837 -0.07419 -0.6 0.5 0.5
C -1.63610 3.63536 0.05800 0.0 -0.1 -0.4
C -1.96259 -3.37309 -0.34787 0.0 -0.1 0.3
C -2.64680 0.94273 -0.19574 0.0 -0.4 -0.5
C -2.19127 -1.82685 -2.73068 -0.7 0.0 0.1
C 0.86451 -1.63828 1.22143 0.0 -0.1 1.5
C -0.02814 -1.10060 -1.22988 1.9 1.0 -0.7
C 1.00147 1.31289 -0.43944 0.1 0.6 0.1
C 4.59704 1.34523 0.51711 0.2 -0.6 0.6
C -2.13061 2.03350 2.40450 0.0 -0.1 -0.1
C 0.26839 1.71951 0.93942 3.1 -0.6 -1.8
C 0.68218 0.74448 1.94091 0.3 0.9 0.8
C 0.24125 0.44391 -1.44109 0.1 -0.4 -0.7
H -0.00905 -0.86641 3.06667 0.0 0.0 -0.4
H 1.25787 2.24697 -0.97160 -0.2 -0.3 0.1
H -1.47167 -2.43662 -3.29796 -0.2 0.1 0.3
H 0.66906 -2.97087 -0.43011 -0.1 0.4 0.0
H -2.24089 -0.83433 -3.19663 0.0 -0.2 0.1
H 0.83662 -2.55186 1.84411 0.1 0.2 -0.4
H 0.86336 0.45749 -2.35487 -0.2 0.1 0.4
H -2.75377 -0.91861 0.98587 0.0 0.1 -0.5
H -3.09836 2.54931 2.36444 0.2 -0.1 0.0
H 0.66905 2.71664 1.20343 -0.3 -0.3 -0.1
H -3.60230 1.32742 0.21350 0.4 0.0 -0.1
H -2.61315 4.03025 0.36742 0.2 -0.1 -0.2
H 1.98916 0.86482 -0.21244 -0.6 0.1 0.1
H -2.95752 -3.70650 -0.68761 0.3 0.2 0.0
H -3.72666 -0.87921 -0.46095 0.3 0.0 0.1
H -1.45054 2.58560 3.06656 -0.2 -0.1 -0.2
H -2.62842 1.25647 -1.25300 0.0 -0.1 0.4
H 1.93393 -1.35919 1.16685 -0.2 0.0 0.1
H 1.62994 0.92714 2.44574 -0.2 -0.1 -0.1
H -1.57185 3.61111 -1.03919 0.0 0.2 0.3
H -2.27547 1.02369 2.81482 0.1 0.3 -0.1
H 3.65151 1.86052 0.75918 0.3 -0.1 0.0
H -3.17633 -2.30661 -2.77610 0.2 0.2 -0.2
H 0.31693 -1.57789 -2.17173 -0.2 0.1 0.5
H -0.97081 -0.52610 1.60279 0.5 0.0 0.4
H -0.84299 4.28454 0.45160 -0.3 -0.2 -0.1
H 5.39944 2.10196 0.40535 -0.2 -0.2 0.1
H 4.86286 0.60846 1.29653 -0.1 0.6 -0.2
H -1.20245 -4.08113 -0.70448 -0.3 0.2 0.0
H -0.69203 0.92798 -1.76854 0.3 -0.1 0.1
H -1.94493 -3.36549 0.75255 0.1 0.0 -0.4



53
Properties=species:S:1:pos:R:3:forces:R:3 method="wB97M-V/def2-TZVPD" orbital_gap_ev="4.256 / 6.885" multiplicity=5
Os 0.17998 -0.17497 -0.04494 1.4 -0.3 0.1
P 0.63771 0.95443 -2.02466 -0.7 0.2 0.4
Si 0.36699 -2.17468 -1.39465 -0.2 -0.9 -0.8
O 1.87412 -0.72526 0.70481 1.7 -1.0 1.2
N -1.48570 0.50709 -0.07394 -3.5 1.0 -0.2
N -0.39314 -1.32240 1.72001 -0.5 0.7 3.1
C -3.69513 1.27509 0.40693 0.7 -0.5 -0.4
C -5.57210 0.13018 -0.59507 -0.1 0.1 0.1
C -0.48735 -1.36750 4.33308 0.1 0.1 0.8
C 2.10306 0.51649 -3.00927 -0.2 0.3 0.0
C -0.45571 -1.26106 2.88437 0.1 -0.9 -2.7
C 2.53107 0.48247 0.82543 0.0 1.0 -0.1
C 0.30599 -0.22453 5.02575 0.0 0.0 -0.1
C -2.81161 0.35824 -0.24242 0.5 0.2 -0.1
C -0.76229 0.97718 -3.19379 0.2 0.0 -0.1
C 1.96644 -3.14774 -1.57731 -0.3 0.0 0.1
C 2.55392 1.04336 2.25437 0.3 -0.4 -0.1
C -4.70629 -0.76891 -1.23176 -0.4 0.2 0.1
C 3.92548 0.31177 0.17393 -0.4 1.0 0.0
C -3.33546 -0.67037 -1.06999 -0.3 0.0 0.0
C -5.04822 1.14820 0.22031 -0.3 0.0 0.0
C 0.82173 2.73208 -1.65431 0.3 0.2 -0.5
H -0.09237 0.76294 4.75092 0.1 -0.3 0.0
H 2.03374 -0.50276 -3.38578 -0.1 0.0 0.1
H 2.14968 1.20838 -3.84917 0.1 0.0 -0.1
H 1.71227 -4.08837 -2.07230 0.2 0.0 0.0
H -1.06287 -0.03239 -3.47827 0.1 0.1 0.1
H 1.37209 -0.26247 4.75997 -0.4 0.0 0.0
H -5.14493 -1.54118 -1.85667 0.2 0.0 0.0
H 2.23468 2.08215 2.29110 -0.3 0.0 -0.1
H -0.11083 -2.03312 -2.77083 -0.3 -0.1 -0.8
H -0.45670 1.52617 -4.08891 0.0 0.0 0.0
H 1.56469 2.85715 -0.85890 -0.2 0.1 -0.2
H -0.04984 -2.34661 4.60759 -0.2 0.4 -0.2
H 0.23724 -0.32626 6.11359 -0.1 -0.1 -0.2
H -0.57063 -3.11279 -0.77716 -0.5 -0.6 0.1
H 1.89575 0.41671 2.86207 0.3 0.3 0.1
H 3.77600 0.00389 -0.86193 0.3 -0.1 0.2
H -1.60912 1.49498 -2.73518 0.1 -0.1 0.1
H -6.65903 0.05044 -0.72211 0.5 0.0 0.0
H 2.68078 -2.60097 -2.18915 0.3 -0.1 0.1
H 3.00786 0.62867 -2.41596 -0.1 0.0 -0.1
H -5.70268 1.85335 0.71976 -0.1 -0.1 -0.1
H 2.36221 -3.35691 -0.58437 0.3 0.0 -0.1
H -0.15071 3.12692 -1.33245 0.3 -0.2 0.0
H 3.57184 1.06408 2.60390 0.4 -0.4 0.6
H 4.47337 -0.47964 0.70335 -0.3 0.2 -0.1
H -3.21371 2.04844 1.00961 -0.4 -0.2 -0.1
H -1.54096 -1.36795 4.66324 0.4 0.0 -0.2
H 1.73231 1.21900 0.39091 1.7 -0.1 -0.5
H 4.54175 1.23381 0.19189 -0.3 -0.4 0.0
H 1.16581 3.25031 -2.56018 -0.1 0.2 0.2
H -2.66120 -1.37516 -1.56543 -0.1 0.3 0.2